[1]
Formula: C60H130N6O8
Source: the Open Molecules 2025 dataset
Level of theory: the ωB97M-V functional and the def2-TZVPD basis

Last column: Löwdin spin population.
Element x y z (Å)
C  -1.369  -3.506  -6.160  0.00
C  -2.155  -4.346  -5.132  0.00
C  -1.515  -5.768  -5.214  0.00
C  -0.210  -5.993  -4.488  0.00
C  -0.449  -5.468  -3.025  0.00
C  -1.022  -4.055  -2.864  0.00
N  -2.203  -3.941  -3.702  0.00
O  -2.710  -2.707  -3.569  0.00
C  -1.449  -3.857  -1.412  0.00
C  0.131  -3.059  -3.060  0.00
C  -3.600  -4.573  -5.614  0.00
H  -1.728  -3.879  -7.119  0.00
H  -0.284  -3.479  -6.061  0.00
H  -1.685  -2.498  -5.890  0.00
H  -2.288  -6.449  -4.857  0.00
H  -1.342  -6.005  -6.264  0.00
H  0.592  -5.430  -4.966  0.00
H  0.173  -7.013  -4.517  0.00
H  0.549  -5.468  -2.586  0.00
H  -0.959  -6.313  -2.563  0.00
H  -0.592  -4.146  -0.804  0.00
H  -1.794  -2.840  -1.223  0.00
H  -2.187  -4.574  -1.052  0.00
H  0.631  -3.114  -4.027  0.00
H  -0.128  -2.033  -2.799  0.00
H  0.917  -3.361  -2.367  0.00
H  -3.662  -5.096  -6.568  0.00
H  -3.964  -3.562  -5.797  0.00
H  -4.288  -4.987  -4.876  0.00
H  -3.516  -2.985  -3.128  0.00
C  -8.630  -2.470  1.190  0.00
C  -7.233  -3.051  1.457  0.00
C  -6.670  -3.238  0.074  0.00
C  -5.282  -3.626  -0.031  0.00
C  -4.507  -2.587  0.856  0.00
C  -4.887  -2.539  2.357  0.00
N  -6.357  -2.230  2.321  0.00
O  -6.897  -2.145  3.600  0.00
C  -4.307  -3.810  3.004  0.00
C  -4.196  -1.365  2.955  0.00
C  -7.515  -4.454  2.100  0.00
H  -8.645  -1.424  0.883  0.00
H  -9.218  -2.411  2.106  0.00
H  -9.305  -3.054  0.563  0.00
H  -7.074  -4.174  -0.311  0.00
H  -6.940  -2.469  -0.650  0.00
H  -4.907  -3.547  -1.051  0.00
H  -5.108  -4.606  0.414  0.00
H  -4.781  -1.610  0.459  0.00
H  -3.435  -2.572  0.659  0.00
H  -4.811  -4.120  3.920  0.00
H  -4.440  -4.703  2.394  0.00
H  -3.240  -3.827  3.228  0.00
H  -3.107  -1.427  2.961  0.00
H  -4.449  -0.479  2.372  0.00
H  -4.484  -1.236  3.998  0.00
H  -6.555  -4.926  2.313  0.00
H  -8.065  -5.151  1.469  0.00
H  -8.091  -4.290  3.011  0.00
H  -7.228  -1.245  3.618  0.00
C  3.463  7.072  -0.801  0.02
C  3.788  5.568  -0.888  0.05
C  4.210  5.268  -2.355  0.00
C  5.002  3.899  -2.538  0.00
C  6.138  3.929  -1.559  0.00
C  5.783  4.054  -0.070  0.05
N  4.873  5.229  0.067  0.63
O  4.611  5.623  1.380  0.10
C  5.303  2.735  0.480  0.04
C  7.114  4.203  0.671  0.02
C  2.477  4.787  -0.641  0.05
H  3.230  7.303  0.238  0.00
H  2.713  7.312  -1.554  0.00
H  4.302  7.718  -1.057  0.00
H  3.302  5.090  -2.931  0.00
H  4.481  6.184  -2.879  0.00
H  5.268  3.715  -3.579  0.00
H  4.308  3.112  -2.245  0.00
H  6.789  4.713  -1.946  0.00
H  6.870  3.124  -1.621  0.00
H  6.053  1.998  0.767  0.00
H  4.647  2.931  1.329  0.00
H  4.649  2.185  -0.197  0.00
H  7.791  3.356  0.563  0.00
H  7.581  5.045  0.159  0.00
H  7.159  4.467  1.727  0.00
H  2.182  4.844  0.406  0.00
H  2.497  3.737  -0.935  0.00
H  1.685  5.298  -1.189  0.00
H  5.293  6.285  1.513  0.01
C  0.045  3.159  -3.029  0.00
C  -1.296  2.610  -2.532  0.00
C  -1.246  1.050  -2.676  0.00
C  -2.443  0.342  -2.019  0.00
C  -2.523  0.708  -0.547  0.00
C  -2.577  2.277  -0.323  0.00
N  -1.509  2.973  -1.096  0.00
O  -1.455  4.244  -0.877  0.00
C  -3.990  2.860  -0.530  0.00
C  -2.324  2.380  1.227  0.00
C  -2.411  3.082  -3.533  0.00
H  0.263  2.855  -4.053  0.00
H  0.645  2.738  -2.222  0.00
H  0.146  4.241  -2.945  0.00
H  -1.335  0.890  -3.750  0.00
H  -0.318  0.653  -2.264  0.00
H  -2.334  -0.729  -2.190  0.00
H  -3.396  0.689  -2.419  0.00
H  -1.673  0.274  -0.020  0.00
H  -3.417  0.170  -0.235  0.00
H  -4.644  2.622  0.309  0.00
H  -4.021  3.944  -0.632  0.00
H  -4.323  2.429  -1.474  0.00
H  -2.539  3.362  1.648  0.00
H  -2.803  1.680  1.912  0.00
H  -1.241  2.390  1.356  0.00
H  -2.181  3.072  -4.599  0.00
H  -2.667  4.125  -3.344  0.00
H  -3.375  2.592  -3.393  0.00
H  -0.578  4.275  -0.489  0.00
C  -2.517  4.498  8.014  0.00
C  -2.301  3.046  7.642  0.00
C  -2.960  2.693  6.246  0.00
C  -2.431  1.481  5.694  0.00
C  -0.981  1.755  5.313  0.00
C  -0.160  2.102  6.590  0.00
N  -0.855  3.177  7.405  0.00
O  -0.152  3.506  8.500  0.00
C  -0.026  0.878  7.564  0.00
C  1.295  2.685  6.170  0.00
C  -2.830  2.097  8.758  0.00
H  -2.142  5.272  7.345  0.00
H  -2.123  4.725  9.005  0.00
H  -3.587  4.681  8.104  0.00
H  -4.015  2.514  6.453  0.00
H  -2.874  3.625  5.687  0.00
H  -2.948  1.113  4.808  0.00
H  -2.527  0.746  6.494  0.00
H  -0.965  2.536  4.552  0.00
H  -0.691  0.778  4.926  0.00
H  0.132  0.090  6.828  0.00
H  0.764  0.793  8.311  0.00
H  -0.881  0.664  8.205  0.00
H  1.622  2.357  5.183  0.00
H  1.262  3.772  6.095  0.00
H  2.134  2.537  6.849  0.00
H  -2.502  2.346  9.768  0.00
H  -2.820  1.030  8.536  0.00
H  -3.916  2.130  8.848  0.00
H  0.200  4.337  8.173  0.00
C  3.021  -3.069  -6.251  0.00
C  3.963  -2.002  -5.688  0.00
C  4.230  -1.127  -6.940  0.00
C  5.218  0.031  -6.662  0.00
C  4.599  0.884  -5.598  0.00
C  4.011  0.208  -4.345  0.00
N  3.358  -1.094  -4.727  0.00
O  3.005  -1.797  -3.557  0.00
C  5.157  0.044  -3.325  0.00
C  2.824  1.167  -3.848  0.00
C  5.254  -2.806  -5.142  0.00
H  3.449  -3.598  -7.103  0.00
H  2.024  -2.708  -6.501  0.00
H  2.849  -3.862  -5.523  0.00
H  4.578  -1.789  -7.734  0.00
H  3.328  -0.594  -7.241  0.00
H  5.429  0.734  -7.468  0.00
H  6.150  -0.372  -6.267  0.00
H  3.822  1.412  -6.150  0.00
H  5.377  1.627  -5.424  0.00
H  4.904  -0.559  -2.454  0.00
H  6.092  -0.299  -3.769  0.00
H  5.461  0.984  -2.864  0.00
H  1.820  0.873  -4.153  0.00
H  2.666  1.211  -2.770  0.00
H  2.969  2.208  -4.135  0.00
H  5.678  -2.359  -4.243  0.00
H  5.988  -2.877  -5.946  0.00
H  5.016  -3.802  -4.769  0.00
H  2.170  -1.443  -3.241  0.00
C  4.753  -3.721  5.167  0.00
C  3.678  -2.668  5.217  0.00
C  2.678  -2.780  4.126  0.00
O  2.896  -2.815  6.450  0.00
H  5.321  -3.871  4.249  0.00
H  4.294  -4.659  5.478  0.00
H  5.493  -3.601  5.958  0.00
H  4.260  -1.747  5.246  0.00
H  1.971  -3.600  3.998  0.00
H  3.166  -3.002  3.177  0.00
H  2.262  -1.772  4.130  0.00
H  3.430  -2.416  7.141  0.00
C  1.667  0.919  0.771  0.00
C  1.360  -0.499  1.214  0.00
C  0.211  -0.629  2.283  0.00
O  1.087  -1.266  0.046  0.00
H  2.485  0.915  0.051  0.00
H  1.958  1.390  1.710  0.00
H  0.885  1.401  0.183  0.00
H  2.177  -1.047  1.684  0.00
H  -0.016  -1.694  2.328  0.00
H  -0.655  -0.099  1.888  0.00
H  0.288  -0.308  3.322  0.00
H  0.169  -1.071  -0.155  0.00

Properties
Spin multiplicity: 2
HOMO level (alpha / beta) in eV: -9.331 / -9.331
F_max in eV Å⁻¹: 7.39
Charge: +1
Calculated total energy in eV: -89628.09574
Frontier orbital gap (alpha / beta) in eV: 6.65 / 2.43


[2]
Formula: C5H9FFeN2O3Si
Source: the Open Molecules 2025 dataset
Level of theory: the ωB97M-V functional and the def2-TZVPD basis

Last column: Löwdin spin population.
Element x y z (Å)
N  -3.007  2.290  1.974  0.05
C  -2.346  1.056  2.559  0.03
O  -2.082  1.060  3.878  0.83
C  -1.896  -0.255  1.629  0.07
C  -0.593  0.251  0.761  0.01
Si  0.523  -1.185  0.087  0.00
C  0.714  -0.909  -1.805  0.00
O  -0.438  -0.773  -2.517  0.00
N  1.996  -0.867  -2.603  0.00
C  3.234  -0.773  -1.741  0.00
O  3.869  0.418  -1.558  0.00
F  3.875  -1.957  -1.087  0.00
H  -3.542  2.083  1.098  0.00
H  -2.233  2.972  1.720  0.00
H  -1.609  -1.182  2.302  0.00
H  -2.748  -0.572  0.877  0.01
H  0.063  0.904  1.511  0.00
H  -0.962  0.987  -0.090  0.00
H  1.863  -1.044  0.705  0.00
H  0.012  -2.531  0.452  0.00
H  1.980  -0.119  -3.333  0.00
Fe  3.325  0.145  -4.822  3.00

Properties
Spin multiplicity: 5
HOMO level (alpha / beta) in eV: -17.108 / -16.684
F_max in eV Å⁻¹: 9.75
Charge: +2
Calculated total energy in eV: -59408.56908
Frontier orbital gap (alpha / beta) in eV: 8.13 / 5.53


[3]
Formula: C31H49BO6PSSbSe2Si3V
Source: the Open Molecules 2025 dataset
Level of theory: the ωB97M-V functional and the def2-TZVPD basis

Last column: Löwdin spin population.
Element x y z (Å)
V  1.113  -0.813  1.548  0.88
Se  1.265  -0.300  5.174  0.03
P  0.406  -1.516  3.603  0.01
Se  -0.400  -1.848  0.114  0.05
C  1.013  -3.244  3.903  0.00
C  0.712  -4.179  2.910  0.00
C  1.109  -5.499  3.047  0.00
C  1.802  -5.901  4.183  0.00
C  2.095  -4.978  5.175  0.00
C  1.709  -3.650  5.034  0.00
C  -1.318  -1.935  4.176  0.00
C  -2.285  -2.280  3.233  0.00
C  -3.565  -2.631  3.641  0.00
C  -3.900  -2.616  4.987  0.00
C  -2.940  -2.273  5.930  0.00
C  -1.655  -1.944  5.526  0.00
H  0.174  -3.852  2.027  0.00
H  0.883  -6.214  2.264  0.00
H  2.102  -6.938  4.291  0.00
H  2.629  -5.289  6.066  0.00
H  1.958  -2.926  5.800  0.00
H  -2.025  -2.255  2.179  0.00
H  -4.311  -2.908  2.904  0.00
H  -4.905  -2.881  5.299  0.00
H  -3.199  -2.246  6.983  0.00
H  -0.903  -1.670  6.257  0.00
C  -2.358  1.428  4.372  0.00
Si  -1.361  2.631  3.291  0.00
C  0.121  3.331  4.250  0.00
C  -2.458  4.155  2.934  0.00
Sb  -0.351  1.184  1.403  0.01
Si  0.849  3.014  0.001  -0.01
C  0.094  4.739  0.344  0.00
C  2.662  3.182  0.560  0.00
C  0.850  2.847  -1.905  0.00
Si  -2.623  1.202  -0.065  0.01
C  -2.158  0.802  -1.870  0.00
C  -3.727  2.787  -0.169  0.00
C  -3.770  -0.225  0.475  0.01
H  -3.113  1.901  5.003  0.00
H  -1.664  0.881  5.011  0.00
H  -2.852  0.693  3.730  0.00
H  -0.156  3.775  5.210  0.00
H  0.639  4.092  3.661  0.00
H  0.819  2.514  4.448  0.00
H  -2.647  4.695  3.864  0.00
H  -3.417  3.872  2.496  0.00
H  -1.963  4.833  2.239  0.00
H  0.178  4.986  1.404  0.00
H  -0.968  4.755  0.087  0.00
H  0.599  5.524  -0.225  0.00
H  2.719  3.431  1.622  0.00
H  3.211  3.944  0.000  0.00
H  3.169  2.229  0.417  0.00
H  -0.085  3.207  -2.336  0.00
H  0.980  1.803  -2.198  0.00
H  1.668  3.423  -2.345  0.00
H  -1.620  1.607  -2.371  0.00
H  -3.045  0.555  -2.461  0.00
H  -1.517  -0.082  -1.841  0.00
H  -3.126  3.694  -0.253  0.00
H  -4.359  2.885  0.715  0.00
H  -4.375  2.726  -1.046  0.00
H  -3.186  -1.137  0.327  0.00
H  -4.669  -0.280  -0.144  0.00
H  -4.063  -0.175  1.525  0.00
C  1.140  1.615  -6.895  0.00
C  1.805  0.245  -7.089  0.00
C  1.255  -0.403  -8.363  0.00
C  3.316  0.450  -7.301  0.00
C  1.588  -0.633  -5.858  0.00
C  0.884  -1.832  -5.898  0.00
C  0.818  -2.703  -4.807  0.00
C  1.456  -2.317  -3.652  0.00
O  1.592  -2.978  -2.474  0.01
B  2.223  -2.080  -1.615  0.01
O  2.569  -0.904  -2.309  0.00
C  2.080  -1.074  -3.568  0.00
C  2.178  -0.232  -4.649  0.00
H  1.363  2.266  -7.745  0.00
H  1.501  2.100  -5.988  0.00
H  0.058  1.507  -6.808  0.00
H  1.519  0.200  -9.234  0.00
H  0.168  -0.494  -8.329  0.00
H  1.690  -1.395  -8.497  0.00
H  3.494  0.925  -8.270  0.00
H  3.837  -0.508  -7.289  0.00
H  3.751  1.085  -6.530  0.00
H  0.354  -2.126  -6.793  0.00
H  0.283  -3.642  -4.849  0.00
H  2.709  0.706  -4.550  0.00
O  2.672  -2.384  -0.365  0.00
S  3.223  -1.210  0.636  0.01
O  4.628  -1.131  0.376  0.00
O  2.480  0.011  0.342  0.00
O  2.874  -1.702  1.959  0.00

Properties
Spin multiplicity: 2
HOMO level (alpha / beta) in eV: -0.559 / -0.730
F_max in eV Å⁻¹: 3.86
Charge: -2
Calculated total energy in eV: -252587.24547
Frontier orbital gap (alpha / beta) in eV: 4.20 / 4.37


- Which of these has the lowest charge?
  C31H49BO6PSSbSe2Si3V


- The lowest calculated total energy belongs to which entry?
  C31H49BO6PSSbSe2Si3V